C22H45Ge2Te4Tl | wB97M-V/def2-TZVPD

Last column: Mulliken charge in e.
Positions of all 74 atoms, in Å:
Tl  0.064  -0.440  0.773  0.6054
C  1.095  -2.680  0.889  1.5985
C  1.044  -2.765  2.327  -0.0015
C  2.233  -2.266  2.836  0.7641
C  3.069  -1.878  1.753  0.6507
C  2.395  -2.134  0.565  0.1631
C  2.932  -1.939  -0.824  -1.6268
C  4.417  -1.227  1.883  -1.6699
C  2.540  -2.105  4.297  -1.7903
C  -0.092  -3.307  3.142  -1.5202
C  0.269  -3.522  -0.049  -1.5234
H  2.156  -2.112  -1.571  0.2822
H  3.756  -2.629  -1.042  0.2929
H  3.303  -0.922  -0.986  0.2588
H  4.882  -1.098  0.903  0.3949
H  5.101  -1.826  2.495  0.4325
H  4.353  -0.236  2.349  0.2110
H  1.762  -1.530  4.809  0.2747
H  3.484  -1.576  4.447  0.3758
H  2.616  -3.072  4.809  0.3779
H  -0.411  -2.593  3.910  0.2544
H  0.187  -4.232  3.662  0.2968
H  -0.963  -3.517  2.521  0.2642
H  0.215  -3.084  -1.048  0.3274
H  -0.761  -3.609  0.302  0.3215
H  0.686  -4.533  -0.144  0.3024
Te  -2.713  -0.963  1.166  -0.3877
Te  -3.625  -0.472  -1.354  -0.6430
Te  -1.918  2.009  -1.551  -0.0777
Te  0.197  0.328  -1.950  -0.3382
C  -0.449  5.720  3.512  -0.9356
C  -0.369  4.581  4.524  -0.6737
C  0.608  3.476  4.110  -0.2978
C  0.186  2.733  2.845  -0.1563
Ge  1.391  1.263  2.273  -0.3629
C  2.777  2.086  1.129  0.0730
C  3.587  3.207  1.771  -0.2861
C  4.659  3.774  0.843  -0.3494
C  5.424  4.941  1.459  -1.3258
H  -1.127  6.507  3.847  0.4197
H  -0.804  5.365  2.545  0.1132
H  0.537  6.169  3.358  0.2522
H  -1.363  4.141  4.656  0.3152
H  -0.073  4.983  5.500  0.3481
H  0.711  2.762  4.933  0.3699
H  1.601  3.919  3.971  0.1117
H  0.138  3.413  1.990  -0.4793
H  -0.820  2.320  2.967  0.5621
H  2.098  0.743  3.558  -0.1920
H  2.249  2.471  0.252  -0.0656
H  3.432  1.286  0.770  0.1570
H  4.059  2.857  2.697  0.3254
H  2.914  4.023  2.060  0.0260
H  4.181  4.095  -0.087  0.2610
H  5.354  2.972  0.573  0.3659
H  4.744  5.762  1.698  0.2776
H  6.190  5.325  0.782  0.3999
H  5.915  4.637  2.387  0.3163
C  -0.189  5.695  -3.497  -1.2205
Ge  -0.348  5.456  -1.545  0.4226
C  1.132  6.523  -0.774  -1.1115
C  -2.004  6.387  -1.012  -1.1991
C  -0.364  3.621  -1.019  -0.8332
H  -0.136  6.752  -3.766  0.3709
H  -1.047  5.247  -4.000  0.3519
H  0.710  5.198  -3.867  0.3534
H  1.004  7.585  -0.992  0.3853
H  2.090  6.199  -1.188  0.3343
H  1.168  6.392  0.310  0.2131
H  -1.916  7.467  -1.150  0.3629
H  -2.230  6.191  0.038  0.3305
H  -2.845  6.027  -1.607  0.3583
H  -0.583  3.541  0.046  0.3612
H  0.586  3.138  -1.227  0.0795

Values from the calculation:
E_HOMO in eV: -0.5558
Total charge: -2
Frontier orbital gap in hartree: 0.1769
LUMO in eV: 4.258